A 9-piece molecular cluster, C15H48N6O9 overall in a non-equilibrium geometry. Source: the OMol25 dataset; level of theory: ωB97M-V/def2-TZVPD.

Last column: Mulliken charge in e.
CARTESIAN COORDINATES (ANGSTROEM)
1 C -30.801 -12.238 3.209  -1.32
2 C -30.111 -11.750 4.458  0.49
3 O -28.810 -12.174 4.348  1.11
4 H -31.862 -12.012 3.220  0.62
5 H -30.774 -13.273 3.032  0.45
6 H -30.429 -11.765 2.307  -0.38
7 H -30.369 -12.120 5.463  0.52
8 H -30.095 -10.671 4.387  -0.80
9 H -28.265 -11.618 3.759  -0.73
10 C -28.555 -8.889 4.620  0.69
11 C -27.821 -7.648 4.477  -1.24
12 O -27.075 -7.549 3.264  -0.49
13 H -27.785 -9.683 4.844  -0.36
14 H -28.990 -9.066 3.586  -0.62
15 H -29.398 -8.896 5.247  0.77
16 H -27.163 -7.345 5.324  0.32
17 H -28.480 -6.843 4.342  0.57
18 H -26.807 -6.651 3.270  0.26
19 C -31.780 -8.931 2.096  -1.09
20 C -30.763 -7.842 1.724  0.54
21 O -31.057 -7.307 0.379  -0.59
22 H -31.818 -9.765 1.449  0.18
23 H -32.744 -8.500 2.136  0.50
24 H -31.538 -9.376 3.100  0.21
25 H -29.790 -8.360 1.731  -0.28
26 H -30.785 -7.038 2.432  0.37
27 H -30.343 -6.622 0.237  0.32
28 C -25.561 -11.139 4.949  -1.23
29 C -25.314 -10.293 3.687  0.52
30 O -25.089 -11.219 2.640  -0.58
31 H -24.637 -11.611 5.146  0.53
32 H -26.334 -11.924 4.820  0.06
33 H -25.807 -10.600 5.845  0.34
34 H -24.414 -9.629 3.870  0.33
35 H -26.168 -9.625 3.475  -0.45
36 H -25.099 -10.811 1.800  0.32
37 C -28.577 -10.818 7.308  0.19
38 C -28.658 -11.545 8.622  -0.88
39 O -29.241 -12.789 8.458  -0.60
40 H -29.645 -10.719 6.923  0.08
41 H -27.967 -11.366 6.595  -0.38
42 H -28.027 -9.888 7.399  0.39
43 H -29.260 -11.069 9.357  0.36
44 H -27.684 -11.592 9.082  0.44
45 H -28.715 -13.334 8.973  0.32
46 C -29.032 -12.620 -1.874  -1.07
47 C -30.405 -12.977 -1.332  -0.09
48 O -30.588 -12.176 -0.213  -0.58
49 H -29.072 -11.587 -2.230  0.29
50 H -28.831 -13.236 -2.780  0.39
51 H -28.209 -12.848 -1.128  0.11
52 H -30.607 -14.001 -1.031  0.34
53 H -31.096 -12.671 -2.115  0.30
54 H -30.358 -12.536 0.608  -0.02
55 C -28.252 -15.430 6.026  0.42
56 O -28.439 -16.438 7.083  -0.78
57 N -27.548 -15.677 4.964  -0.36
58 N -28.527 -14.192 6.212  0.06
59 H -27.318 -16.659 4.872  0.20
60 H -27.423 -15.028 4.041  0.71
61 H -28.954 -13.854 7.082  0.28
62 H -28.554 -13.453 5.483  -0.28
63 C -27.659 -13.975 1.707  0.10
64 O -28.993 -13.888 1.320  -0.72
65 N -27.271 -13.922 2.943  -0.07
66 N -26.785 -14.503 0.970  -0.28
67 H -27.950 -13.417 3.492  -0.08
68 H -26.235 -13.849 3.044  0.33
69 H -27.076 -14.812 0.017  0.38
70 H -25.740 -14.277 1.154  0.22
71 C -27.924 -10.002 0.972  -0.83
72 O -27.870 -10.844 2.097  0.63
73 N -27.200 -8.900 0.914  -0.21
74 N -28.592 -10.297 -0.107  0.01
75 H -26.892 -8.489 1.822  0.37
76 H -27.237 -8.249 0.070  0.24
77 H -29.169 -11.158 -0.084  -0.04
78 H -28.822 -9.508 -0.755  0.26

Output
- relative energy (zero: lowest compared OMol25 entry of this formula, charge and spin) (kcal/mol) = 138.0
- HOMO (eV) = -7.57
- spin multiplicity = 1
- Kohn-Sham gap (Eh) = 0.2718
- SMILES string = NC(N)=O.NC(N)=O.NC(N)=O.CCO.CCO.CCO.CCO.CCO.CCO

C20H17BrPm as an isolated structure in a non-equilibrium geometry. Source: the OMol25 dataset; level of theory: ωB97M-V/def2-TZVPD.

Last column: natural (NBO) charge in e.
CARTESIAN COORDINATES (ANGSTROEM)
1 C -1.245 -1.385 -3.373  -0.28
2 C -1.729 -2.550 -2.661  -0.39
3 C -2.756 -2.137 -1.720  -0.49
4 H -1.292 -3.555 -2.754  0.24
5 C -2.911 -0.705 -1.930  -0.37
6 C -1.943 -0.263 -2.917  -0.30
7 H -1.795 0.752 -3.325  0.25
8 H -0.553 -1.373 -4.212  0.25
9 H -3.153 -2.771 -0.886  0.23
10 H -3.547 -0.021 -1.344  0.22
11 Pm -0.718 -1.502 -0.426  1.79
12 Br 1.201 -3.442 -0.406  -0.60
13 C 2.574 1.102 -1.564  -0.38
14 C 1.662 1.820 -2.413  -0.36
15 C 1.403 1.041 -3.565  -0.37
16 H 1.259 2.799 -2.226  0.18
17 C 2.144 -0.175 -3.440  -0.37
18 C 2.879 -0.128 -2.208  -0.36
19 H 3.605 -0.852 -1.861  0.19
20 H 3.029 1.500 -0.655  0.18
21 H 0.772 1.274 -4.403  0.18
22 H 2.178 -0.981 -4.151  0.18
23 C 1.939 1.419 4.282  -0.21
24 C 2.498 0.977 3.052  -0.22
25 C 1.650 0.483 2.064  -0.18
26 C 0.242 0.436 2.288  0.00
27 C -0.806 0.064 1.427  -0.44
28 C -2.130 -0.155 1.543  -0.34
29 C -2.665 0.227 2.829  -0.20
30 C -1.734 0.703 3.757  -0.22
31 C -0.310 0.810 3.543  -0.07
32 C 0.561 1.335 4.518  -0.19
33 H 2.573 1.847 5.069  0.21
34 H 3.585 1.081 2.908  0.22
35 H 2.074 0.124 1.119  0.25
36 H -2.795 -0.590 0.770  0.19
37 H -3.745 0.119 3.049  0.20
38 H -2.092 1.006 4.761  0.20
39 H 0.090 1.669 5.460  0.20

Output
- <S²> = 6.01
- HOMO (spin up / spin down) (eV) = -2.98 / -2.98
- spin multiplicity = 5
- Kohn-Sham gap (spin up / spin down) (Eh) = 0.1876 / 0.1884
- charge = -1

A 3-piece molecular cluster, C34H39BF3NO6S overall. Source: the OMol25 dataset; level of theory: ωB97M-V/def2-TZVPD.

Last column: Mulliken charge in e.
CARTESIAN COORDINATES (ANGSTROEM)
1 C 2.253 -1.646 1.110  -0.79
2 C 3.476 -1.702 0.214  -0.21
3 O 3.397 -2.871 -0.577  -0.27
4 C 3.646 -2.717 -1.957  -0.58
5 C 2.601 -3.547 -2.705  -0.99
6 C 1.244 -2.928 -2.493  0.85
7 C 1.008 -1.662 -3.026  -0.45
8 C -0.204 -1.016 -2.802  1.44
9 C -1.214 -1.593 -2.050  -2.33
10 C -0.981 -2.863 -1.521  -0.58
11 C 0.225 -3.525 -1.741  0.49
12 C 0.423 -4.888 -1.113  -1.43
13 O 0.283 -5.893 -2.115  -0.18
14 O 1.322 -6.851 -1.984  -0.44
15 N -2.458 -0.948 -1.800  0.91
16 C -3.506 -1.260 -2.796  -0.70
17 C -4.478 -2.319 -2.275  0.42
18 C -4.468 -3.606 -3.061  -1.41
19 F -5.768 -1.792 -2.243  -0.43
20 C -2.338 0.441 -1.512  -1.17
21 C -3.161 0.968 -0.507  0.35
22 O -4.043 0.140 0.139  -0.53
23 C -3.058 2.310 -0.168  -0.73
24 C -2.143 3.132 -0.818  -1.10
25 C -1.325 2.649 -1.851  0.29
26 B -0.320 3.692 -2.506  0.77
27 O 0.788 4.035 -1.753  -0.47
28 O -0.558 4.362 -3.680  -0.62
29 C -0.007 3.873 -4.907  -0.20
30 C 1.496 3.658 -4.884  -0.90
31 C -1.458 1.301 -2.174  1.27
32 S -0.471 0.602 -3.476  -0.51
33 H 2.273 -0.787 1.772  0.31
34 H 2.251 -2.543 1.725  0.36
35 H 1.353 -1.679 0.500  -0.03
36 H 3.559 -0.798 -0.388  0.26
37 H 4.360 -1.729 0.856  0.30
38 H 3.545 -1.684 -2.281  0.36
39 H 4.642 -3.094 -2.203  0.45
40 H 2.625 -4.557 -2.318  0.10
41 H 2.870 -3.529 -3.758  0.43
42 H 1.748 -1.145 -3.618  0.56
43 H -1.751 -3.310 -0.911  0.50
44 H 1.409 -4.927 -0.667  0.55
45 H -0.338 -5.031 -0.349  0.46
46 H 1.913 -6.652 -2.721  0.33
47 H -4.084 -0.369 -3.022  0.55
48 H -3.040 -1.583 -3.727  0.48
49 H -4.211 -2.530 -1.244  0.23
50 H -4.729 -3.451 -4.102  0.37
51 H -5.153 -4.309 -2.596  0.41
52 H -3.472 -4.035 -2.987  0.29
53 H -4.934 0.481 0.032  0.34
54 H -3.689 2.703 0.614  0.47
55 H -2.068 4.165 -0.513  0.47
56 H 1.335 3.251 -1.616  0.27
57 H -0.220 4.635 -5.650  0.35
58 H -0.550 2.983 -5.221  0.25
59 H 1.787 2.645 -4.620  0.15
60 H 1.986 4.352 -4.210  0.29
61 H 1.888 3.857 -5.878  0.39
62 F 2.042 1.775 -0.051  -0.31
63 C 1.989 2.223 1.227  0.24
64 C 3.085 2.037 2.042  -0.39
65 C 3.026 2.496 3.351  -0.43
66 C 1.880 3.123 3.819  -0.74
67 C 0.789 3.297 2.978  -0.56
68 C 0.840 2.848 1.667  0.09
69 H 3.967 1.541 1.657  0.47
70 H 3.877 2.363 4.005  0.39
71 H 1.837 3.475 4.841  0.51
72 H -0.106 3.782 3.343  0.41
73 H 0.005 2.978 0.991  0.31
74 F 2.283 1.717 7.904  -0.32
75 C 0.940 1.657 7.797  0.33
76 C 0.165 2.041 8.873  -0.48
77 C -1.216 1.982 8.754  -0.30
78 C -1.799 1.539 7.574  -0.52
79 C -0.998 1.157 6.507  -0.40
80 C 0.383 1.218 6.614  -0.40
81 H 0.640 2.377 9.785  0.41
82 H -1.838 2.283 9.586  0.36
83 H -2.876 1.493 7.488  0.38
84 H -1.449 0.809 5.587  0.41
85 H 1.025 0.931 5.791  0.53

Output
- HOMO (eV) = -8.18
- spin multiplicity = 1
- Kohn-Sham gap (Eh) = 0.3193
- SMILES string = CCOCCc1cc2c(cc1COO)N(C[C@H](C)F)c1c(O)ccc(B(O)OCC)c1S2.Fc1ccccc1.Fc1ccccc1

One molecule with the formula C4H7ClO2S in a non-equilibrium geometry. Source: the OMol25 dataset; level of theory: ωB97M-V/def2-TZVPD.

Last column: natural (NBO) charge in e.
CARTESIAN COORDINATES (ANGSTROEM)
1 C 0.642 1.788 0.670  -0.89
2 C -0.429 -0.656 -0.289  -0.33
3 C -1.764 -0.834 -0.441  -0.28
4 C 0.686 -1.244 -1.128  -0.42
5 H 1.387 1.775 -0.171  0.26
6 H 1.086 2.270 1.559  0.26
7 H -0.251 2.354 0.361  0.24
8 H -2.203 -1.329 -1.328  0.21
9 H -2.377 -0.420 0.310  0.24
10 H 0.340 -2.185 -1.612  0.23
11 H 1.479 -1.512 -0.453  0.26
12 O -1.116 0.389 2.019  -0.93
13 O 1.275 -0.495 1.698  -0.94
14 S 0.081 0.176 1.204  2.14
15 Cl 1.162 -0.077 -2.401  -0.05

Output
- relative energy (zero: lowest compared OMol25 entry of this formula, charge and spin) (kcal/mol) = 13.3
- HOMO (eV) = -10.69
- spin multiplicity = 1
- Kohn-Sham gap (Eh) = 0.3996
- SMILES string = C=C(CCl)S(C)(=O)=O

C9H12N16O3RuSbSe4 as an isolated structure in a non-equilibrium geometry. Source: the OMol25 dataset; level of theory: ωB97M-V/def2-TZVPD.

Last column: natural (NBO) charge in e.
CARTESIAN COORDINATES (ANGSTROEM)
1 Ru -1.091 0.301 -1.766  0.30
2 N -0.890 1.865 -0.138  -0.63
3 N -2.034 2.040 0.679  -0.42
4 C -3.133 1.273 0.352  0.68
5 N -4.162 1.211 1.245  -0.81
6 N -3.163 0.774 -0.861  -0.45
7 N -4.122 -0.030 -1.326  0.63
8 O -3.783 -0.704 -2.313  -0.34
9 O -5.250 -0.076 -0.790  -0.48
10 H -0.088 1.442 0.420  0.45
11 H -0.585 2.789 -0.475  0.40
12 H -1.833 2.053 1.674  0.38
13 H -3.915 1.114 2.218  0.39
14 H -4.922 0.622 0.897  0.44
15 N -1.574 -3.144 -1.583  -0.59
16 C -1.674 -2.408 -0.438  0.45
17 N -2.168 -2.827 0.724  -0.40
18 N -2.056 -1.779 1.533  -0.13
19 N -1.525 -0.781 0.920  -0.20
20 N -1.245 -1.138 -0.337  -0.39
21 C -1.409 -2.552 -2.806  0.43
22 N -1.409 -3.206 -3.960  -0.39
23 N -1.139 -2.286 -4.876  -0.10
24 N -0.987 -1.139 -4.336  -0.11
25 N -1.158 -1.245 -3.019  -0.30
26 H -1.944 -4.080 -1.579  0.42
27 Se 3.006 -0.566 -5.259  -0.69
28 Sb 1.157 0.986 -4.454  0.91
29 Se 1.189 0.289 -1.907  -0.23
30 Se -1.518 1.922 -3.347  -0.38
31 Se 2.419 3.106 -4.405  -0.87
32 N 5.318 -0.802 3.854  -0.82
33 C 4.758 0.456 3.690  0.65
34 O 5.199 1.408 4.328  -0.61
35 C 3.605 0.560 2.801  -0.13
36 C 3.169 1.837 2.398  -0.20
37 C 2.033 1.952 1.639  0.04
38 N 1.279 0.907 1.271  -0.42
39 C 1.702 -0.310 1.626  0.07
40 C 2.845 -0.538 2.355  -0.22
41 H 6.186 -0.798 4.371  0.40
42 H 5.276 -1.436 3.074  0.39
43 H 3.748 2.700 2.690  0.24
44 H 1.682 2.921 1.302  0.20
45 H 1.079 -1.136 1.305  0.23
46 H 3.131 -1.549 2.605  0.21

Output
- relative energy (zero: lowest compared OMol25 entry of this formula, charge and spin) (kcal/mol) = 117.0
- <S²> = 1.24
- HOMO (spin up / spin down) (eV) = -1.03 / -0.92
- spin multiplicity = 2
- Kohn-Sham gap (spin up / spin down) (Eh) = 0.1523 / 0.1479
- charge = -2

One molecule with the formula C4H10N2 in a non-equilibrium geometry. Source: the OMol25 dataset; level of theory: ωB97M-V/def2-TZVPD.

Last column: natural (NBO) charge in e.
CARTESIAN COORDINATES (ANGSTROEM)
1 C 0.788 -0.092 -0.377  -0.04
2 C -0.009 1.207 -0.116  -0.42
3 C -1.400 0.734 0.161  -0.23
4 C -0.182 -1.187 0.106  -0.25
5 H 2.771 -0.774 0.127  0.37
6 H 2.111 0.347 1.169  0.34
7 H 1.013 -0.332 -1.436  0.19
8 H 0.442 1.564 0.858  0.20
9 H 0.194 1.920 -0.901  0.23
10 H -1.607 0.991 1.260  0.16
11 H -2.196 1.227 -0.489  0.20
12 H -2.142 -1.200 0.397  0.36
13 H -0.124 -1.427 1.176  0.16
14 H 0.062 -2.028 -0.469  0.19
15 N 2.124 0.050 0.123  -0.83
16 N -1.511 -0.659 -0.172  -0.62

Output
- relative energy (zero: lowest compared OMol25 entry of this formula, charge and spin) (kcal/mol) = 29.1
- HOMO (eV) = -8.79
- spin multiplicity = 1
- Kohn-Sham gap (Eh) = 0.3643
- SMILES string = N[C@@H]1CCNC1